[1]
The following is a quantum chemistry calculation of 2 unconnected molecules or ions with the total composition C15H29ClF3N6O11P2S2 in a non-equilibrium geometry, from the Open Molecules 2025 dataset.

Output
HOMO-LUMO gap	0.0716	Ha
F_max	5.90	eV Å⁻¹
molar mass	688.0	g/mol
lowest unoccupied orbital energy	-0.3	eV

The geometry in ORCA input format:
```
! RIJCOSX wB97M-V def2-TZVPD def2/J DEFGRID3
* xyz -1 1
C -4.5556 -2.8077 2.7139
C -3.6158 -2.0816 3.8183
O -2.2048 -2.0717 3.4772
C -1.5991 -3.3739 3.6750
C -0.7074 -3.8259 2.3827
O -0.2121 -2.5954 1.7962
C 0.0857 -2.7373 0.3951
N 1.0493 -1.6177 0.0678
C 0.5719 -0.3733 -0.1636
N 1.4329 0.7619 -0.5272
C 1.9687 0.8424 -1.9186
C 3.5424 1.2761 -1.9845
C 4.3153 0.6613 -3.2518
O 5.7479 0.9061 -3.0178
C 6.2990 -0.1204 -2.1578
C 0.7374 1.9418 0.0406
Cl 1.2097 1.7756 1.8519
P 1.4396 3.6979 -0.3342
N 0.7392 4.8640 0.8099
O 3.1210 3.6534 0.0893
C -0.8240 1.6655 -0.3285
C -1.2097 1.8282 -1.9185
N -1.2725 0.4773 -2.6077
C -1.9517 2.5128 0.4040
F -1.8778 3.8408 -0.1514
F -3.2538 2.0607 0.1730
F -1.7936 2.6706 1.8025
N -0.7926 0.1615 -0.1253
O -1.5335 -0.1292 0.9898
C -2.6593 -0.9513 0.6413
N -3.5095 -1.5476 0.0246
P 2.8016 -1.9368 -0.0052
O 3.3434 -2.1585 -1.6230
O 3.6943 -0.7029 0.8127
S 3.2797 -3.6018 0.9336
H -5.0479 -1.9706 2.0863
H -3.9499 -3.5013 2.0232
H -5.4396 -3.3775 3.2004
H -3.9815 -0.9917 3.8842
H -3.8223 -2.5552 4.8479
H -2.4268 -4.1263 3.9042
H -0.9080 -3.2699 4.5983
H -1.2982 -4.4688 1.6458
H 0.2115 -4.3747 2.8258
H 0.5485 -3.7738 0.2192
H -0.8478 -2.6937 -0.2888
H 1.8623 -0.2042 -2.3855
H 1.4223 1.5644 -2.6129
H 3.5207 2.4221 -2.1476
H 4.0803 1.1001 -0.9949
H 4.0641 1.2886 -4.1891
H 4.1110 -0.4512 -3.4239
H 7.3476 0.1716 -1.7762
H 5.6576 -0.3300 -1.2340
H 6.4514 -1.0812 -2.7813
H 0.9604 4.5472 1.7805
H 1.2700 5.7488 0.6643
H 3.3266 4.3282 0.7763
H -0.4799 2.5472 -2.4595
H -2.2516 2.2902 -2.0673
H -1.3449 0.6041 -3.6303
H -2.2158 0.1217 -2.3371
H 4.3034 -1.9382 -1.6588
H 4.6144 -1.0338 0.9669
O -6.0797 3.0179 -0.1174
S -6.3109 2.0893 -1.2440
O -5.1218 2.0855 -2.1294
O -7.4960 2.5260 -2.0082
O -6.5357 0.7242 -0.7215
*
```



[2]
The following is a quantum chemistry calculation of 4 unconnected molecules or ions with the total composition C15H29ClFIN4O6 in a non-equilibrium geometry, from the Open Molecules 2025 dataset.

Output
HOMO-LUMO gap	0.3090	Ha
SMILES string	CC[C@@H](F)[N@+](Cl)(CC(=O)I)C(=O)[O-].CN(C)C=O.CN(C)C=O.CN(C)C=O
F_max	2.69	eV Å⁻¹
molar mass	542.8	g/mol
lowest unoccupied orbital energy	-0.3	eV

The geometry in ORCA input format:
```
! RIJCOSX wB97M-V def2-TZVPD def2/J DEFGRID3
* xyz 0 1
C 2.0970 0.5024 0.1327
C 2.2325 -0.8943 -0.4606
C 1.2668 -1.2334 -1.5598
F 1.6862 -2.3986 -2.1433
N -0.1866 -1.4170 -1.1130
Cl -0.9603 -2.4562 -2.3129
C -0.8898 -0.0935 -1.2192
C -2.1780 0.0387 -0.4061
O -2.1771 0.5660 0.6581
I -3.9936 -0.7072 -1.1955
C -0.3282 -2.1644 0.3559
O -0.0828 -1.3951 1.2535
O -0.6413 -3.3080 0.2613
H 1.1651 0.5674 0.6870
H 2.8824 0.6822 0.8598
H 2.1332 1.2924 -0.6151
H 2.2310 -1.6178 0.3487
H 3.2192 -0.9666 -0.9158
H 1.2649 -0.4926 -2.3594
H -0.2428 0.7357 -0.9609
H -1.1546 0.0148 -2.2661
C 5.9674 -4.5183 -0.8210
N 6.2639 -3.3641 0.0032
C 7.0211 -3.5408 1.2325
C 5.8616 -2.1257 -0.3272
O 6.0771 -1.1225 0.3244
H 5.3811 -5.2455 -0.2564
H 6.8925 -4.9943 -1.1517
H 5.3975 -4.2129 -1.6957
H 6.4349 -3.2015 2.0862
H 7.9371 -2.9514 1.1967
H 7.2688 -4.5915 1.3560
H 5.2976 -2.0952 -1.2772
C -0.2594 1.0594 3.2949
N 0.3789 2.1459 4.0200
C -0.4459 3.1316 4.6952
C 1.7137 2.2750 4.0903
O 2.2942 3.1663 4.6824
H -0.8931 1.4590 2.5045
H -0.8750 0.4669 3.9738
H 0.4879 0.4108 2.8480
H -0.2419 4.1277 4.3009
H -0.2237 3.1414 5.7627
H -1.4942 2.8880 4.5437
H 2.2530 1.4791 3.5474
C -7.6571 3.5404 -3.8681
N -7.0176 2.6271 -2.9427
C -7.6777 1.3759 -2.6071
C -5.8276 2.8947 -2.3772
O -5.2570 2.1572 -1.5953
H -8.6282 3.8537 -3.4803
H -7.8057 3.0568 -4.8354
H -7.0352 4.4214 -4.0084
H -7.8616 1.3242 -1.5338
H -7.0443 0.5322 -2.8825
H -8.6215 1.3098 -3.1413
H -5.4050 3.8642 -2.6910
*
```



[3]
The following is a quantum chemistry calculation of 3 unconnected molecules or ions with the total composition C15H29F3N3O9S in a non-equilibrium geometry, from the Open Molecules 2025 dataset.

Output
HOMO-LUMO gap	0.3204	Ha
F_max	2.86	eV Å⁻¹
molar mass	484.5	g/mol
lowest unoccupied orbital energy	-3.6	eV

The geometry in ORCA input format:
```
! RIJCOSX wB97M-V def2-TZVPD def2/J DEFGRID3
* xyz 1 1
O 1.0255 0.7474 4.2450
S 0.9499 0.8664 2.8300
O 1.0676 2.2378 2.4601
C 2.2780 -0.1856 2.1680
C 1.8493 -1.1277 1.0265
N 2.9156 -1.3750 0.0484
C 3.5510 -0.2187 -0.3782
N 4.1908 -0.2958 -1.5054
C 4.6938 0.8372 -2.2828
C 4.1977 0.8181 -3.7376
O 2.7870 0.7640 -3.7741
N 3.4980 0.9547 0.3060
C 3.4669 0.6812 1.7778
C -0.7384 0.2663 2.3613
F -1.5601 1.0642 2.9739
F -0.9682 -0.9265 2.8185
F -1.0032 0.3599 1.0832
H 2.6377 -0.7984 2.9960
H 0.9686 -0.8049 0.4665
H 1.5893 -2.0840 1.4830
H 3.5718 -2.0790 0.3759
H 4.3127 -1.2128 -1.9199
H 4.4230 1.8023 -1.8570
H 5.7920 0.8134 -2.2652
H 4.6788 0.0488 -4.3528
H 4.4846 1.7823 -4.1664
H 2.5243 -0.1645 -3.8142
H 4.3671 1.4595 0.1568
H 4.4060 0.1810 2.0417
H 3.4672 1.6427 2.2946
C -0.8878 2.4359 -2.4533
C -0.0852 3.7211 -2.4536
O 0.1657 4.1922 -3.7819
C -0.8810 4.7520 -4.4009
O -1.9819 4.8967 -3.9379
O -0.4931 5.1071 -5.6263
C -1.5436 5.6359 -6.4416
H -0.3951 1.6779 -3.0660
H -1.0008 2.0551 -1.4364
H -1.8825 2.5874 -2.8701
H 0.8938 3.5385 -2.0101
H -0.5701 4.4985 -1.8622
H -2.0414 6.4690 -5.9495
H -2.2609 4.8523 -6.6817
H -1.0883 5.9916 -7.3619
C -3.3494 -2.5139 4.2346
C -4.3378 -3.2837 5.0854
O -5.2258 -4.0740 4.2844
C -4.6976 -5.1792 3.7556
O -3.5647 -5.5657 3.8988
O -5.6402 -5.7774 3.0246
C -5.1873 -6.9327 2.3164
H -3.8722 -1.9074 3.4926
H -2.7346 -1.8625 4.8571
H -2.6881 -3.1884 3.6901
H -4.9686 -2.5850 5.6326
H -3.8334 -3.9117 5.8205
H -4.7248 -7.6512 2.9904
H -4.4881 -6.6413 1.5331
H -6.0593 -7.3912 1.8577
*
```



[4]
The following is a quantum chemistry calculation of a molecular structure, C15H29LaO in a non-equilibrium geometry, from the Open Molecules 2025 dataset.

Output
HOMO-LUMO gap (alpha / beta)	0.2391 / 0.2059	Ha
F_max	8.39	eV Å⁻¹
molar mass	364.3	g/mol
lowest unoccupied orbital energy (alpha / beta)	-8.8 / -9.5	eV

The geometry in ORCA input format:
```
! RIJCOSX wB97M-V def2-TZVPD def2/J DEFGRID3
* xyz 2 1
C 1.4990 2.2341 -1.2771
H 2.3603 2.7170 -0.7502
H 1.7547 1.4423 -2.0212
H 1.6803 0.7282 0.7277
C 0.2377 3.0300 -1.1710
H -0.5979 2.4426 -1.5762
H -0.0246 3.2898 -0.1072
C 0.5329 4.2009 -1.9689
H -0.3886 4.8279 -2.0543
H 1.3638 4.7724 -1.6024
H 0.7891 3.8230 -2.9745
C -0.8752 -1.8097 -0.2310
C -1.5265 -1.0288 -1.2141
C -0.5538 -0.6447 -2.1922
C 0.7108 -1.1848 -1.7880
C 0.5067 -1.8831 -0.5548
C 1.5007 -2.7046 0.1496
C 1.9281 -1.2151 -2.6114
C -0.8023 0.0707 -3.4564
C -2.9448 -0.6408 -1.1842
C -1.5280 -2.4804 0.8999
La 0.2052 0.8812 -0.0709
H 2.7717 -1.7015 -2.0954
H 1.7756 -1.7876 -3.5389
H 2.2706 -0.2039 -2.9275
H 2.5320 -2.4645 -0.1519
H 1.4444 -2.5626 1.2469
H 1.3806 -3.7899 -0.0182
H -2.3399 -1.8641 1.3255
H -1.9981 -3.4653 0.6838
H -0.8285 -2.6694 1.7301
H -3.1402 0.2620 -1.7858
H -3.6782 -1.3944 -1.5349
H -3.2603 -0.3977 -0.1517
H -0.0758 0.8947 -3.6202
H -0.7237 -0.5741 -4.3487
H -1.8150 0.5131 -3.5003
C -0.0614 0.3056 4.6936
C -0.3285 -0.2895 3.3301
O 0.1664 0.7000 2.3708
H 1.0263 0.3315 4.8972
H -0.5483 -0.2887 5.4617
H -0.4623 1.3398 4.7425
H 0.2063 -1.2266 3.1299
H -1.3772 -0.4070 3.0790
H 0.9103 1.1742 2.8035
*
```